Entry 1:
{"formula": "C25H28ClN2O4RuS3", "method": "the ωB97M-V functional and the def2-TZVPD basis", "lumo_energy_ev": [-8.40, -11.78], "max_force_ev_per_a": 0.44, "spin_multiplicity": 5, "s_squared": 6.04, "de_lowest_kcal_mol": 0.0, "total_energy_ha": -3128.64969, "charge": 3, "elements": ["Ru", "C", "C", "S", "C", "C", "S", "C", "C", "S", "H", "H", "H", "H", "H", "H", "H", "H", "H", "H", "H", "H", "O", "C", "C", "C", "C", "N", "C", "C", "C", "C", "C", "C", "O", "C", "C", "N", "H", "H", "H", "H", "H", "H", "H", "H", "H", "H", "H", "H", "Cl", "C", "C", "C", "C", "C", "C", "C", "O", "O", "H", "H", "H", "H"], "xyz": [[-0.1307, 0.3617, 0.3969], [-1.2023, 0.5333, 3.5371], [-0.0974, -0.4884, 3.7247], [0.4899, -1.2063, 2.1451], [2.2894, -1.1096, 2.3662], [2.8554, 0.2964, 2.4875], [2.3419, 1.3733, 1.1208], [1.7335, 2.8579, 1.9695], [0.6083, 2.6310, 2.9648], [-0.8461, 1.7762, 2.2645], [-1.4004, 1.0606, 4.4711], [-2.1286, 0.0747, 3.1995], [-0.4587, -1.3154, 4.3355], [0.7674, -0.0649, 4.2313], [2.7156, -1.6331, 1.5110], [2.5335, -1.7020, 3.2494], [3.9439, 0.2373, 2.4724], [2.5776, 0.7674, 3.4280], [1.4244, 3.5212, 1.1599], [2.5714, 3.3412, 2.4732], [0.2495, 3.5932, 3.3309], [0.9426, 2.0629, 3.8304], [3.1203, -0.2945, -5.6579], [3.3443, -1.2853, -4.6898], [2.5169, -0.9575, -3.4815], [2.5081, -1.7920, -2.3666], [1.7483, -1.4455, -1.2730], [1.0174, -0.3248, -1.2309], [0.9852, 0.4711, -2.3193], [1.7222, 0.1837, -3.4498], [0.0647, 1.6248, -2.2242], [-0.1283, 2.5300, -3.2443], [-1.0764, 3.5397, -3.1024], [-1.2982, 4.5431, -4.1946], [-0.4534, 4.2225, -5.2663], [-1.8201, 3.5888, -1.9232], [-1.5747, 2.6708, -0.9338], [-0.6369, 1.7090, -1.0636], [3.6549, -0.4705, -6.4396], [4.3949, -1.3316, -4.3780], [3.0645, -2.2845, -5.0435], [3.0821, -2.7093, -2.3491], [1.6914, -2.0942, -0.4095], [1.6944, 0.8215, -4.3201], [0.4340, 2.4717, -4.1637], [-1.0896, 5.5383, -3.7812], [-2.3582, 4.5255, -4.4743], [-0.5666, 4.8586, -5.9807], [-2.5844, 4.3403, -1.7749], [-2.1308, 2.6771, -0.0075], [-7.1239, -4.6624, -0.7746], [-5.7937, -3.7122, -0.5238], [-5.9107, -2.5535, 0.3068], [-4.8085, -1.7770, 0.5038], [-3.5847, -2.1237, -0.1118], [-3.4720, -3.2646, -0.9403], [-4.5577, -4.0594, -1.1526], [-2.3623, -1.2589, 0.1155], [-1.3120, -1.5394, -0.4962], [-2.4488, -0.2903, 0.9137], [-6.8669, -2.3246, 0.7574], [-4.8514, -0.8931, 1.1245], [-2.5164, -3.4869, -1.3939], [-4.5151, -4.9413, -1.7773]], "nbo_charge": [0.938, -0.539, -0.536, 0.424, -0.533, -0.555, 0.341, -0.543, -0.543, 0.423, 0.274, 0.278, 0.277, 0.236, 0.254, 0.275, 0.280, 0.235, 0.256, 0.275, 0.278, 0.234, -0.715, -0.106, 0.098, -0.218, 0.069, -0.473, 0.257, -0.226, 0.167, -0.169, 0.104, -0.110, -0.715, -0.227, 0.071, -0.486, 0.506, 0.212, 0.210, 0.255, 0.211, 0.273, 0.269, 0.214, 0.213, 0.507, 0.258, 0.233, 0.349, 0.066, -0.153, -0.168, 0.060, -0.163, -0.157, 0.738, -0.659, -0.705, 0.272, 0.268, 0.271, 0.272]}

---

Entry 2:
{"formula": "C3H2BrClN2", "method": "the ωB97M-V functional and the def2-TZVPD basis", "lumo_energy_ev": [-0.14, -0.14], "max_force_ev_per_a": 7.73, "spin_multiplicity": 1, "de_lowest_kcal_mol": 105.4, "total_energy_ha": -3259.01995, "charge": 0, "elements": ["C", "C", "C", "N", "N", "Cl", "Br", "H", "H"], "xyz": [[0.8165, -0.8522, -0.3252], [1.5283, 0.0379, 0.1918], [-2.1195, 0.9475, 0.3679], [-0.5867, -0.7800, -0.3246], [-1.3322, 0.1582, -0.0826], [-3.5828, 1.5776, 0.1485], [3.1988, -0.4340, 0.2252], [1.0999, -1.7570, -0.9466], [0.9778, 1.1020, 0.7457]], "nbo_charge": [-0.080, -0.413, 0.025, -0.300, 0.014, 0.144, 0.135, 0.232, 0.242]}